{"formula": "C4H24N8O8", "method": "ωB97M-V with the def2-TZVPD basis set", "homo_energy_ev": -9.02, "e_tot_ha": -1206.86246, "max_force_ev_per_a": 6.015, "charge": 0, "elements": ["C", "O", "N", "N", "H", "H", "H", "H", "C", "O", "N", "N", "H", "H", "H", "H", "C", "O", "N", "N", "H", "H", "H", "H", "C", "O", "N", "N", "H", "H", "H", "H", "O", "H", "H", "O", "H", "H", "O", "H", "H", "O", "H", "H"], "xyz": [[19.20968, -6.54662, -15.99001], [19.36918, -6.80281, -14.77455], [18.11902, -6.24241, -16.58503], [20.22579, -6.50972, -16.83334], [17.35907, -6.19918, -15.92115], [18.02892, -6.05136, -17.57269], [20.15338, -6.13934, -17.77018], [21.18235, -6.56702, -16.51426], [15.78770, -4.51115, -13.84288], [15.67675, -4.64151, -15.01450], [15.49580, -5.42786, -12.94676], [16.13078, -3.40336, -13.31860], [14.94504, -5.20785, -12.12922], [15.37988, -6.38773, -13.23882], [16.30377, -3.42270, -12.32370], [16.32513, -2.56018, -13.83953], [15.34238, -7.65858, -8.95014], [15.55022, -8.86763, -8.81210], [14.80529, -6.85922, -8.08046], [15.83357, -6.98448, -9.98408], [14.31989, -7.15542, -7.24573], [14.67715, -5.89151, -8.33970], [15.74296, -5.97857, -9.98859], [16.27087, -7.44776, -10.76782], [13.92665, -6.77011, -17.78257], [14.16655, -7.89500, -17.29063], [14.30604, -5.53145, -17.40201], [13.23090, -6.60506, -18.85163], [14.96458, -5.30067, -16.67182], [13.83399, -4.75955, -17.85082], [12.76859, -7.44491, -19.16944], [13.18818, -5.67318, -19.23877], [15.22350, -4.24996, -9.16557], [15.70741, -3.42649, -9.10265], [14.36388, -3.99799, -9.50291], [13.04719, -3.26317, -16.56473], [12.60389, -3.79813, -15.90629], [13.97948, -3.41205, -16.40690], [16.83872, -0.82371, -15.06912], [17.64901, -0.92828, -14.57039], [17.12496, -0.52380, -15.93188], [15.45935, -8.56590, -12.52867], [15.21622, -8.89981, -13.39216], [16.41634, -8.54845, -12.53885]]}

{"formula": "C6H8O2", "method": "ωB97M-V with the def2-TZVPD basis set", "homo_energy_ev": -8.93, "e_tot_ha": -383.79786, "max_force_ev_per_a": 2.117, "charge": 0, "elements": ["C", "C", "C", "C", "C", "C", "H", "H", "H", "H", "H", "H", "H", "H", "O", "O"], "xyz": [[-0.42046, -0.60687, 0.57125], [0.96481, -0.83972, 1.08825], [0.63418, -1.15162, -0.38213], [0.02676, 0.81905, -1.25189], [0.13569, 1.79976, -0.07557], [-0.85032, 0.68177, -0.01845], [-1.92591, -1.70132, 0.23955], [0.98539, -1.64797, 1.80140], [1.71129, -0.03097, 1.23233], [0.62047, -2.18044, -0.77031], [-0.35090, 1.05617, -2.25429], [1.03923, 1.66386, 0.57434], [-0.19261, 2.80672, -0.27352], [-1.89947, 1.01423, -0.15739], [-1.42064, -1.48959, 0.99467], [0.94249, -0.19305, -1.31824]]}

{"formula": "C24H20ClNPSSm", "method": "ωB97M-V with the def2-TZVPD basis set", "spin_multiplicity": 6, "homo_energy_ev": [-8.38, -8.42], "e_tot_ha": -2839.08564, "max_force_ev_per_a": 2.892, "charge": 0, "elements": ["C", "C", "C", "H", "C", "C", "H", "H", "H", "H", "Sm", "Cl", "P", "C", "C", "H", "C", "H", "C", "H", "C", "H", "C", "H", "C", "C", "H", "C", "H", "C", "H", "C", "H", "C", "H", "C", "C", "H", "C", "H", "C", "H", "C", "H", "C", "H", "S", "C", "N"], "xyz": [[-1.04581, -1.84121, 4.36089], [-0.98464, -1.96063, 2.93671], [0.38959, -2.10525, 2.55010], [-1.82657, -1.99674, 2.25368], [1.18189, -2.03444, 3.74645], [0.29149, -1.85112, 4.85021], [0.53987, -1.79116, 5.90282], [-1.95800, -1.80505, 4.96898], [0.78758, -2.28204, 1.55628], [2.26264, -2.23894, 3.79610], [0.13894, 0.30565, 3.24759], [2.17957, 1.43607, 2.33155], [0.08746, 0.35329, -0.32280], [1.17701, -0.72946, -1.34695], [0.74784, -1.42620, -2.49015], [-0.29989, -1.39115, -2.80000], [1.66913, -2.15779, -3.25402], [1.32825, -2.67539, -4.15033], [3.01410, -2.21404, -2.87163], [3.73046, -2.78056, -3.47296], [3.43773, -1.54305, -1.71927], [4.48714, -1.57703, -1.42044], [2.52946, -0.81588, -0.94671], [2.85160, -0.29569, -0.04112], [-1.54520, -0.07168, -1.05893], [-2.17541, -1.22951, -0.55546], [-1.67888, -1.81853, 0.22148], [-3.41171, -1.62916, -1.06145], [-3.89294, -2.52303, -0.65956], [-4.02665, -0.89401, -2.08538], [-4.99109, -1.21549, -2.48499], [-3.40096, 0.24869, -2.59242], [-3.86355, 0.81974, -3.39887], [-2.17067, 0.67474, -2.07248], [-1.69557, 1.57553, -2.46778], [0.41046, 1.98126, -1.12413], [1.11702, 2.14751, -2.32826], [1.55062, 1.28559, -2.84063], [1.25443, 3.42600, -2.88734], [1.78738, 3.54163, -3.83169], [0.71310, 4.54153, -2.24008], [0.82280, 5.53588, -2.67827], [0.03461, 4.37995, -1.02570], [-0.39473, 5.24528, -0.51735], [-0.10716, 3.11412, -0.46045], [-0.61893, 2.98549, 0.49767], [-0.14814, 1.09782, 8.11888], [-0.15230, 1.10544, 6.54070], [-0.13340, 1.09300, 5.32751]]}

{"formula": "C26H48N2O7", "method": "ωB97M-V with the def2-TZVPD basis set", "homo_energy_ev": -8.54, "e_tot_ha": -1655.47013, "max_force_ev_per_a": 3.077, "charge": 0, "elements": ["C", "C", "C", "C", "C", "O", "C", "O", "C", "O", "C", "C", "C", "C", "C", "C", "C", "H", "H", "H", "H", "H", "H", "H", "H", "H", "H", "H", "H", "H", "H", "H", "H", "H", "H", "C", "O", "C", "C", "N", "C", "C", "O", "C", "H", "H", "H", "H", "H", "H", "H", "H", "H", "H", "H", "H", "H", "H", "H", "C", "O", "C", "C", "N", "C", "C", "O", "C", "H", "H", "H", "H", "H", "H", "H", "H", "H", "H", "H", "H", "H", "H", "H"], "xyz": [[-2.16278, 2.13237, -4.26642], [-1.23883, 1.35719, -3.22718], [-1.62078, -0.19751, -3.23332], [-2.03384, -0.54912, -1.73358], [-0.30955, -1.01615, -3.51953], [-0.13057, -2.30099, -2.85733], [1.22864, -2.60967, -3.13491], [2.07520, -2.96914, -2.38614], [1.31702, -2.29811, -4.68486], [0.88896, -3.56929, -5.24682], [0.31152, -1.06484, -4.96748], [-0.52059, -1.61173, -6.16918], [-1.86426, -2.16837, -6.10391], [-2.48782, -2.68255, -7.34268], [-1.80922, -2.65192, -8.63826], [-0.45552, -2.09254, -8.71224], [0.14679, -1.58715, -7.49033], [-3.10645, 1.56412, -4.46357], [-1.58326, 2.19464, -5.22957], [-2.35856, 3.15878, -3.85888], [-1.32813, 1.79630, -2.19540], [-0.17070, 1.50994, -3.54920], [-2.47852, -0.42059, -3.91220], [-2.81194, 0.14304, -1.32416], [-1.15890, -0.52255, -1.03392], [-2.46087, -1.59375, -1.66676], [0.46728, -0.39843, -2.96390], [2.32604, -2.17716, -5.15247], [1.50942, -3.84625, -5.93768], [0.90475, -0.16937, -5.27482], [-2.40185, -2.22174, -5.12304], [-3.51270, -3.13031, -7.26853], [-2.26450, -3.02493, -9.58446], [0.14577, -2.05021, -9.65621], [1.19315, -1.19385, -7.55955], [0.24893, 2.21918, 0.36319], [-0.99953, 1.73323, 0.82488], [-0.94635, 1.25298, 2.17095], [-1.78033, 2.14348, 3.08134], [-1.14883, 3.45010, 3.25822], [-2.00126, 4.42532, 3.93727], [-3.26529, 4.88345, 3.20239], [-3.00518, 5.63619, 2.02620], [-2.83372, 4.85983, 0.85135], [0.14851, 2.45935, -0.69569], [0.53890, 3.12806, 0.89837], [1.02869, 1.45797, 0.47365], [0.07921, 1.15905, 2.53554], [-1.38783, 0.25102, 2.16484], [-1.88849, 1.65996, 4.05669], [-2.77570, 2.24389, 2.63085], [-0.90087, 3.82071, 2.34857], [-1.38170, 5.30899, 4.11692], [-2.27970, 4.03229, 4.92051], [-3.79971, 5.56202, 3.87470], [-3.95675, 4.05866, 2.99741], [-3.42529, 3.94088, 0.86890], [-1.77714, 4.62711, 0.69857], [-3.15977, 5.46340, 0.00164], [4.38123, -1.44823, 7.30497], [4.75259, -1.81043, 5.98559], [4.42313, -3.16014, 5.66037], [3.34565, -3.19704, 4.58517], [2.05972, -2.74803, 5.11547], [1.03957, -2.54953, 4.08636], [1.27311, -1.42204, 3.07605], [1.23099, -0.12037, 3.64695], [2.47241, 0.33996, 4.16061], [4.76651, -0.44753, 7.50141], [3.29326, -1.42904, 7.41559], [4.81698, -2.13717, 8.03560], [4.12571, -3.73555, 6.54208], [5.33178, -3.61772, 5.25755], [3.24421, -4.22048, 4.21236], [3.67728, -2.55760, 3.75839], [2.19457, -1.87173, 5.60566], [0.10388, -2.33723, 4.61223], [0.88958, -3.48993, 3.54663], [0.44607, -1.45679, 2.35924], [2.18562, -1.56433, 2.48708], [3.32611, -0.05656, 3.60561], [2.56131, 0.09296, 5.22073], [2.48352, 1.42923, 4.07958]]}

{"formula": "C5H8N", "method": "ωB97M-V with the def2-TZVPD basis set", "homo_energy_ev": -15.32, "e_tot_ha": -249.67354, "max_force_ev_per_a": 5.688, "charge": 1, "elements": ["C", "C", "C", "C", "C", "N", "H", "H", "H", "H", "H", "H", "H", "H"], "xyz": [[0.11525, 0.28668, -1.41966], [1.27434, 0.10605, -2.00562], [-1.30559, 0.38362, -1.21835], [-0.64811, -0.03752, 1.30021], [0.47056, -0.44391, 2.03191], [-0.62223, 0.08234, 0.00442], [1.23046, 0.22396, -3.02711], [2.21555, 0.13078, -1.48637], [-1.69563, 1.35914, -1.23020], [-1.84291, -0.42683, -1.62205], [-1.74074, 0.06561, 1.75575], [0.67922, -1.48911, 1.91575], [0.29575, -0.21911, 3.10827], [1.57408, -0.02171, 1.89305]]}